C44H26F8N2NaO5SSb as an isolated structure, computed with the ωB97M-V functional and the def2-TZVPD basis.

**Total charge**: -2
**Gap between HOMO and LUMO**: 4.674 eV
**Energy above the lowest of the compared OMol25 structures with the same formula, charge and spin**: 1.5156 eV
**2S+1**: 1
**E**: -3777.82876 a.u.

```
88
Properties=species:S:1:pos:R:3:forces:R:3
Na 0.861 -0.897 0.086 0.4 0.2 -0.3
O 4.473 -6.546 0.586 -0.1 0.0 0.0
C 5.458 -5.627 0.561 -0.1 0.1 0.0
O 6.605 -5.981 0.488 0.2 0.0 0.0
C 5.020 -4.199 0.612 0.0 -0.1 0.1
C 5.766 -3.255 -0.080 0.0 0.1 -0.1
C 5.327 -1.943 -0.145 0.1 0.0 -0.1
C 4.157 -1.565 0.507 0.0 0.3 0.1
C 3.439 -2.493 1.249 -0.1 0.0 0.1
C 3.874 -3.803 1.294 -0.1 0.0 0.1
N 3.611 -0.262 0.360 -0.6 -0.8 -0.1
C 4.347 0.748 0.403 0.3 0.6 0.1
C 3.836 2.128 0.144 0.1 -0.4 0.0
C 4.666 3.204 0.414 0.2 0.2 0.1
C 4.201 4.491 0.173 0.2 -0.1 0.1
C 2.933 4.645 -0.343 -0.1 0.0 -0.1
C 2.179 3.503 -0.597 0.0 -0.2 0.1
N 2.612 2.269 -0.358 -0.3 0.2 -0.1
H 3.619 -6.123 0.407 0.0 0.0 0.0
H 6.655 -3.574 -0.609 0.0 0.0 0.0
H 5.853 -1.223 -0.761 0.0 0.0 0.0
H 2.519 -2.205 1.756 0.1 -0.1 0.0
H 3.281 -4.520 1.852 0.0 0.0 0.0
H 5.412 0.669 0.652 0.1 0.1 0.0
H 5.657 3.029 0.821 -0.1 0.0 0.0
H 4.823 5.351 0.389 0.0 0.0 0.0
H 2.518 5.623 -0.546 0.0 0.0 0.0
H 1.176 3.592 -0.995 -0.1 0.0 0.0
O 0.649 -2.097 2.656 -0.5 0.3 -0.2
C -0.391 -1.495 2.300 0.3 -0.3 0.2
O -0.381 -0.393 1.655 -0.6 0.2 0.9
C -1.733 -2.085 2.673 -0.1 0.0 0.0
C -1.958 -2.297 4.035 0.0 0.2 -0.1
C -3.163 -2.787 4.514 -0.1 0.0 -0.1
C -4.154 -3.114 3.590 0.1 0.0 -0.1
C -3.928 -2.954 2.233 0.1 0.1 0.0
C -2.719 -2.433 1.710 0.1 -0.2 0.1
S -2.469 -2.408 -0.032 0.0 0.3 0.3
H -1.158 -2.051 4.729 0.0 0.0 -0.1
H -3.322 -2.922 5.580 0.0 0.0 -0.1
H -5.102 -3.520 3.931 0.0 0.0 0.0
H -4.685 -3.251 1.516 0.0 0.0 0.0
F -7.819 2.029 0.931 -0.1 0.0 0.0
C -6.493 1.844 0.699 0.0 0.0 0.0
C -6.103 0.840 -0.160 0.1 -0.1 0.0
C -4.744 0.658 -0.387 0.0 0.0 0.0
C -3.789 1.483 0.214 -0.1 -0.2 0.0
C -4.231 2.468 1.095 0.0 0.0 0.0
C -5.589 2.658 1.344 0.1 0.0 0.0
Sb -1.723 1.120 -0.302 0.1 0.4 -0.2
C -1.014 2.853 0.838 0.0 0.1 0.1
C -0.202 2.649 1.961 0.0 0.0 -0.1
C 0.313 3.724 2.686 0.0 -0.2 0.0
C 0.008 5.001 2.274 0.0 0.0 0.0
F 0.514 6.056 2.969 0.0 0.1 0.0
C -0.792 5.258 1.180 -0.1 -0.1 -0.1
C -1.302 4.173 0.471 0.1 -0.1 0.0
C -1.861 2.366 -2.130 -0.1 -0.1 -0.2
C -3.008 2.961 -2.662 0.1 0.1 0.0
C -2.994 3.615 -3.895 -0.1 0.0 0.2
C -1.809 3.668 -4.594 0.0 0.0 0.0
F -1.784 4.303 -5.797 0.0 0.0 -0.1
C -0.648 3.090 -4.125 0.1 -0.1 0.1
C -0.693 2.433 -2.899 0.0 0.0 0.0
H -6.848 0.200 -0.619 0.0 0.0 0.0
H -4.422 -0.169 -1.012 0.0 0.0 0.0
H -3.518 3.100 1.611 0.0 0.0 0.0
H -5.941 3.417 2.032 0.0 0.0 0.0
H 0.039 1.630 2.259 -0.1 0.1 0.0
H 0.947 3.574 3.552 0.0 0.0 0.0
H -1.007 6.283 0.898 0.0 -0.1 0.0
H -1.921 4.365 -0.399 0.0 0.0 0.0
H -3.938 2.932 -2.104 0.0 -0.1 0.0
H -3.884 4.077 -4.309 0.1 0.0 0.0
H 0.258 3.137 -4.720 -0.1 0.0 0.1
H 0.214 1.947 -2.541 0.0 0.0 0.0
F -0.638 -6.045 -4.590 0.0 -0.1 -0.1
C -0.105 -5.164 -3.714 0.0 0.0 0.0
C 0.682 -5.590 -2.667 0.1 0.0 0.1
F 0.919 -6.907 -2.512 0.0 -0.1 0.0
C 1.233 -4.682 -1.783 0.0 -0.1 0.0
F 1.990 -5.174 -0.766 0.0 0.0 0.0
C 1.036 -3.287 -1.867 0.2 0.4 0.3
O 1.542 -2.437 -1.052 0.1 -1.0 -0.9
C 0.217 -2.911 -2.962 0.1 -0.1 0.0
F -0.031 -1.602 -3.143 -0.1 0.2 0.0
C -0.332 -3.806 -3.849 0.0 0.0 0.1
F -1.094 -3.369 -4.867 -0.1 0.0 -0.1
```
Forces are in eV/Å.